Density functional theory data (ωB97M-V/def2-TZVPD) for 2 unconnected molecules or ions with the total composition C8H10N4.

Output
DFT total energy = -14415.9043 eV
HOMO energy = -8.528 eV
SMILES string = C=C(C#N)C#N.CC1=NNCC1
HOMO-LUMO gap = 7.52 eV

```
22
Properties=species:S:1:pos:R:3:lowdin_charge:R:1
C 1.830 1.638 -0.872 0.119
C 2.323 0.468 -0.479 -0.307
C 3.198 0.382 0.662 -0.185
N 3.946 0.271 1.542 0.181
C 2.007 -0.811 -1.122 -0.179
N 1.752 -1.835 -1.614 0.181
H 1.207 1.710 -1.749 0.089
H 2.068 2.563 -0.339 0.099
C -3.193 1.600 -0.675 -0.049
C -2.541 0.435 -0.024 -0.379
N -2.757 -0.775 -0.380 0.065
N -2.089 -1.628 0.514 -0.070
C -0.982 -0.869 1.109 -0.195
C -1.573 0.546 1.150 -0.114
H -3.789 2.171 0.042 0.080
H -3.826 1.279 -1.514 0.082
H -2.430 2.270 -1.079 0.070
H -1.813 -2.455 0.003 0.105
H -0.730 -1.307 2.087 0.114
H -0.061 -0.883 0.485 0.081
H -0.842 1.350 1.081 0.097
H -2.156 0.726 2.060 0.115
```


Density functional theory data (ωB97M-V/def2-TZVPD) for a gas-phase ion, C8H10NO (charge +1).

Output
DFT total energy = -11985.0008 eV
HOMO energy = -12.677 eV
HOMO-LUMO gap = 7.73 eV
Charge = +1

```
20
Properties=species:S:1:pos:R:3:lowdin_charge:R:1
C -0.320 1.549 0.348 0.023
C 2.773 -0.352 -0.398 -0.057
C 1.785 -1.252 -0.496 -0.108
C -1.501 1.469 -0.163 -0.100
C 0.706 0.609 0.005 -0.254
C 2.178 0.951 0.045 -0.082
C -1.995 -0.743 -0.555 -0.001
C -2.139 -1.173 0.854 0.007
N 0.552 -0.653 -0.229 0.110
O -1.894 0.476 -0.988 0.084
H 0.039 2.503 0.676 0.143
H 3.752 -0.675 -0.577 0.099
H 1.922 -2.367 -0.827 0.155
H -2.220 2.217 -0.077 0.136
H 2.887 1.022 0.905 0.164
H 2.366 1.852 -0.552 0.142
H -2.074 -1.568 -1.430 0.219
H -2.120 -0.337 1.524 0.094
H -1.475 -1.887 1.081 0.054
H -3.222 -1.640 0.855 0.171
```


Density functional theory data (ωB97M-V/def2-TZVPD) for a gas-phase ion, C8H10NO3S2 (charge -1).

Output
DFT total energy = -37761.4651 eV
HOMO energy = -2.837 eV
SMILES string = CCOC(=S)S[C@@H]1C=C([O-])N(C)C1=O
HOMO-LUMO gap = 5.70 eV
Charge = -1

```
24
Properties=species:S:1:pos:R:3:lowdin_charge:R:1
C 3.516 1.147 -3.455 -0.088
C 3.551 0.498 -2.092 -0.280
O 2.152 0.450 -1.616 -0.201
C 1.912 0.016 -0.364 -1.122
S 3.110 -0.609 0.558 0.597
S 0.307 0.499 0.376 0.918
C -0.640 -0.757 1.434 -0.458
C -1.480 -1.387 0.441 -0.184
C -2.834 -1.008 0.612 -0.550
O -3.820 -1.191 -0.081 -0.016
N -2.867 -0.220 1.777 -0.035
C -4.109 0.154 2.378 -0.032
C -1.646 -0.065 2.371 -0.466
O -1.392 0.407 3.464 0.042
H 4.454 0.935 -3.976 0.072
H 2.679 0.802 -4.067 0.080
H 3.472 2.234 -3.337 0.074
H 3.984 -0.517 -2.142 0.101
H 4.146 1.118 -1.391 0.106
H -0.103 -1.478 2.067 0.118
H -1.127 -1.739 -0.505 0.069
H -3.905 0.593 3.351 0.080
H -4.624 0.858 1.730 0.084
H -4.736 -0.739 2.467 0.091
```


Density functional theory data (ωB97M-V/def2-TZVPD) for a gas-phase ion, C8H10NS (charge +1).

Output
DFT total energy = -20775.3622 eV
HOMO energy = -13.333 eV
SMILES string = c1ccc2c(c1)CSC[NH2+]2
HOMO-LUMO gap = 9.88 eV
Charge = +1

```
20
Properties=species:S:1:pos:R:3:lowdin_charge:R:1
C 1.652 -2.034 -0.003 -0.012
C 1.882 -1.298 -1.159 -0.077
C 1.247 -0.149 -1.430 -0.036
C 0.206 0.253 -0.615 -0.136
C -0.103 -0.496 0.606 -0.183
C 0.693 -1.537 0.896 -0.063
C -1.273 -0.317 1.695 -0.402
S -2.472 0.905 1.095 0.904
C -1.381 2.090 0.154 -0.372
N -0.674 1.401 -1.053 0.044
H 2.351 -2.945 0.082 0.154
H 2.756 -1.539 -1.717 0.116
H 1.658 0.467 -2.114 0.095
H 0.373 -2.074 1.845 0.150
H -1.694 -1.312 1.892 0.093
H -0.769 0.053 2.596 0.089
H -0.600 2.622 0.670 0.092
H -2.209 2.857 -0.232 0.134
H -1.518 0.959 -1.654 0.242
H -0.124 2.094 -1.553 0.168
```


Density functional theory data (ωB97M-V/def2-TZVPD) for C8H10O in the gas phase.

Output
DFT total energy = -10500.7302 eV
HOMO energy = -7.913 eV
SMILES string = C1=C[C@@]23CCC[C@H]2[C@H]3O1
HOMO-LUMO gap = 8.93 eV

```
19
Properties=species:S:1:pos:R:3:lowdin_charge:R:1
C 1.531 -0.405 -1.848 -0.116
C 1.121 -0.973 -0.648 0.004
C -0.263 -0.456 -0.468 -0.334
C -1.284 -0.837 0.661 -0.101
C -0.418 -0.116 1.803 -0.174
C 0.425 1.032 1.177 -0.151
C -0.258 1.108 -0.199 -0.130
C -0.329 0.557 -1.663 -0.188
O 0.645 0.310 -2.568 0.017
H 2.392 -0.646 -2.462 0.121
H 1.778 -1.584 -0.032 0.118
H -2.291 -0.283 0.287 0.149
H -1.400 -1.976 0.713 0.115
H 0.151 -0.904 2.316 0.104
H -1.172 0.273 2.481 0.092
H 0.384 2.018 1.677 0.104
H 1.492 0.677 1.066 0.113
H -1.352 1.260 -0.085 0.114
H -1.153 0.945 -2.207 0.141
```


Density functional theory data (ωB97M-V/def2-TZVPD) for 2 unconnected molecules or ions with the total composition C8H10O.

Output
DFT total energy = -10499.1376 eV
HOMO energy = -8.188 eV
HOMO-LUMO gap = 8.92 eV

```
19
Properties=species:S:1:pos:R:3:lowdin_charge:R:1
C -2.619 -0.801 0.005 0.025
C -1.250 -0.051 0.016 -0.206
C -1.197 1.308 -0.021 -0.097
C -0.007 2.045 0.018 -0.147
C 1.164 1.340 0.034 -0.095
C 1.225 -0.055 -0.031 -0.248
C 2.509 -0.814 0.067 -0.053
C -0.055 -0.733 -0.126 -0.280
H -3.428 -0.269 0.762 0.149
H -2.515 -1.677 0.329 -0.009
H -3.031 -0.252 -0.662 -0.004
H -2.291 1.701 -0.210 0.150
H -0.101 3.266 -0.116 0.154
H 2.604 1.922 0.071 0.220
H 3.172 -0.176 -0.229 -0.009
H 2.551 -1.021 1.123 0.122
H 2.515 -1.124 -0.940 0.105
H 0.818 -2.572 -0.054 0.168
O -0.064 -2.037 -0.036 0.054
```